(1)
Entry from OMol25: a molecular structure, C35H38N5O6PSSe2Sr (ωB97M-V/def2-TZVPD).

```
89
Properties=species:S:1:pos:R:3
Sr -0.75 1.39 -2.20
N -2.95 -1.92 -1.60
C -1.85 -1.30 -2.33
C -2.35 -0.25 -3.33
O -3.60 -0.02 -3.38
N -1.39 0.28 -4.03
C -1.75 1.30 -5.00
C -1.37 2.74 -4.61
O -1.88 3.66 -5.24
O -0.51 2.88 -3.66
H -2.97 -2.92 -1.75
H -3.80 -1.54 -1.99
H -1.26 -2.02 -2.89
H -1.15 -0.81 -1.62
H -2.82 1.29 -5.23
H -1.21 1.10 -5.93
O 3.36 2.14 0.42
C 3.48 3.52 0.14
C 2.98 3.95 -1.26
C 3.78 5.18 -1.70
O 5.20 5.02 -1.73
C 3.08 2.82 -2.29
Se 4.82 1.86 -2.44
C 1.50 4.42 -1.20
Se 0.14 3.34 -0.21
H 3.91 1.70 -0.25
H 4.53 3.83 0.24
H 2.88 4.04 0.89
H 3.59 6.00 -0.99
H 3.41 5.50 -2.68
H 5.39 4.14 -2.13
H 2.88 3.23 -3.28
H 2.33 2.07 -2.06
H 1.09 4.52 -2.21
H 1.48 5.38 -0.69
O -4.37 0.96 -1.06
N -3.24 1.00 -0.30
C -3.47 1.50 0.85
C -2.59 1.76 2.03
C -2.86 3.00 2.63
C -2.16 3.46 3.72
C -1.15 2.68 4.26
C -0.89 1.43 3.73
C -1.59 0.94 2.63
P -1.43 -0.86 2.23
C -2.28 -1.35 3.82
C -3.68 -1.41 3.74
C -4.45 -1.67 4.87
C -3.83 -1.89 6.09
C -2.45 -1.85 6.18
C -1.68 -1.58 5.05
C 0.29 -1.23 2.75
C 1.37 -0.34 2.67
C 2.65 -0.77 3.02
C 2.87 -2.07 3.45
C 1.81 -2.97 3.50
C 0.54 -2.55 3.14
H -4.08 0.61 -1.94
H -4.49 1.87 1.00
H -3.62 3.63 2.18
H -2.39 4.43 4.15
H -0.58 3.04 5.11
H -0.13 0.82 4.19
H -4.15 -1.26 2.78
H -5.53 -1.70 4.79
H -4.43 -2.09 6.97
H -1.96 -2.01 7.13
H -0.60 -1.54 5.14
H 1.22 0.70 2.38
H 3.47 -0.07 2.98
H 3.87 -2.39 3.72
H 1.98 -3.99 3.81
H -0.29 -3.25 3.17
N 2.86 -1.06 -3.38
C 2.45 -2.33 -3.24
N 1.26 -2.71 -2.90
C 1.15 -4.08 -2.90
C 0.01 -4.81 -2.53
C 0.05 -6.19 -2.56
C 1.20 -6.87 -2.96
C 2.34 -6.17 -3.33
C 2.30 -4.79 -3.29
S 3.58 -3.66 -3.64
H 2.28 -0.30 -3.07
H 3.84 -0.81 -3.44
H -0.87 -4.28 -2.20
H -0.83 -6.76 -2.26
H 1.20 -7.96 -2.99
H 3.23 -6.69 -3.64
```

As for the HOMO-LUMO gap: 0.2004 Ha. The calculation puts the LUMO energy at 3.71 eV. Its net charge is -2. Its relative energy (zero: lowest compared OMol25 entry of this formula, charge and spin) is 3.308 eV. Its HOMO energy is -1.746 eV. As for the multiplicity: 1.

(2)
Entry from OMol25: a molecular structure, C35H39BMoN6O6S (ωB97M-V/def2-TZVPD).

```
89
Properties=species:S:1:pos:R:3
Mo -1.11 0.15 -0.05
C -2.44 0.22 -7.02
C -2.45 0.00 -5.53
C -2.64 -1.27 -4.99
C -2.58 -1.48 -3.63
C -2.36 -0.41 -2.75
N -2.21 -0.62 -1.37
C -2.16 -1.94 -0.85
C -3.27 -2.52 -0.21
C -3.24 -3.85 0.12
C -2.11 -4.64 -0.16
C -2.07 -6.07 0.26
C -1.00 -4.06 -0.78
C -1.03 -2.72 -1.12
N 0.09 -2.08 -1.70
C 1.08 -2.63 -2.43
C 2.07 -1.69 -2.56
C 1.63 -0.59 -1.84
N 0.42 -0.82 -1.31
C -2.23 0.88 -3.29
C -2.25 1.06 -4.66
N -2.16 2.01 -2.44
C -2.55 3.26 -2.74
C -2.48 4.02 -1.60
C -2.05 3.14 -0.61
N -1.85 1.93 -1.12
H -2.96 -0.59 -7.54
H -1.42 0.25 -7.39
H -2.93 1.16 -7.28
H -2.82 -2.11 -5.64
H -2.71 -2.47 -3.22
H -4.14 -1.91 -0.03
H -4.09 -4.31 0.61
H -3.04 -6.55 0.11
H -1.85 -6.12 1.33
H -1.31 -6.64 -0.26
H -0.10 -4.64 -0.93
H 0.99 -3.63 -2.81
H 2.99 -1.78 -3.11
H 2.09 0.37 -1.70
H -2.10 2.05 -5.08
H -2.90 3.52 -3.73
H -2.74 5.06 -1.49
H -1.89 3.32 0.44
C 3.67 -1.68 6.83
C 2.80 -1.79 5.61
C 1.52 -2.34 5.70
C 0.72 -2.47 4.57
C 1.22 -2.04 3.35
C 2.49 -1.49 3.23
C 3.27 -1.37 4.37
S 0.24 -2.19 1.92
O -0.94 -2.96 2.20
O 1.07 -2.51 0.79
N -0.31 -0.59 1.62
C -0.61 0.13 2.85
C -1.65 1.19 2.56
O -2.05 2.03 3.29
O -2.10 1.08 1.27
H 3.07 -1.61 7.74
H 4.33 -0.82 6.77
H 4.29 -2.57 6.92
H 1.14 -2.68 6.65
H -0.26 -2.90 4.64
H 2.87 -1.19 2.26
H 4.27 -0.95 4.29
H 0.27 0.64 3.24
H -0.99 -0.53 3.63
C 2.73 3.30 2.03
C 1.64 3.47 0.99
C 0.87 4.75 1.25
O 0.68 2.35 1.20
B 0.49 1.76 0.00
O 1.20 2.23 -1.04
C 2.12 3.27 -0.51
C 3.52 2.71 -0.65
C 1.95 4.49 -1.39
H 2.29 3.41 3.02
H 3.49 4.07 1.92
H 3.21 2.32 1.97
H 0.47 4.72 2.26
H 0.04 4.87 0.55
H 1.52 5.61 1.16
H 3.65 1.78 -0.09
H 4.26 3.42 -0.30
H 3.72 2.51 -1.70
H 0.91 4.82 -1.43
H 2.27 4.24 -2.40
H 2.56 5.31 -1.03
```

As for the HOMO-LUMO gap: 0.2273 Ha. The calculation puts the LUMO energy at -7.73 eV. Its net charge is +2. Its relative energy (zero: lowest compared OMol25 entry of this formula, charge and spin) is 0.182 eV. Its HOMO energy is -13.920 eV. As for the multiplicity: 1.

(3)
Entry from OMol25: a molecular structure, C35H39BaBrN5O8Sb (ωB97M-V/def2-TZVPD).

```
90
Properties=species:S:1:pos:R:3
Ba -0.42 1.17 0.43
O 2.83 3.34 -2.82
C 1.88 2.71 -2.10
O 1.65 2.91 -0.94
C 1.08 1.74 -2.97
C 1.10 1.80 -4.34
C 0.25 0.97 -5.05
C -0.60 0.14 -4.34
C -0.55 0.14 -2.97
N 0.30 0.90 -2.29
C -1.50 -0.68 -2.10
O -2.54 -1.28 -2.69
O -1.34 -0.82 -0.92
H 3.25 3.95 -2.20
H 1.76 2.50 -4.84
H 0.24 0.98 -6.13
H -1.28 -0.51 -4.89
H -2.67 -0.97 -3.59
O -5.50 4.44 -0.32
C -4.91 4.53 -1.52
C -5.50 5.39 -2.46
C -4.96 5.51 -3.72
C -3.82 4.79 -4.09
C -3.23 3.95 -3.16
C -3.75 3.80 -1.87
C -3.05 2.88 -0.94
O -2.02 2.24 -1.34
N -3.59 2.82 0.29
N -2.87 1.98 1.13
C -3.31 1.83 2.30
C -2.59 0.98 3.28
C -3.06 0.89 4.57
C -2.37 0.14 5.51
C -1.22 -0.51 5.12
C -0.83 -0.39 3.81
N -1.49 0.31 2.88
H -4.95 3.76 0.19
H -6.39 5.93 -2.16
H -5.44 6.18 -4.43
H -3.39 4.90 -5.08
H -2.34 3.39 -3.40
H -4.21 2.34 2.64
H -3.96 1.43 4.85
H -2.72 0.07 6.53
H -0.62 -1.09 5.82
H 0.08 -0.89 3.46
Br 3.91 0.13 -0.75
C 3.77 0.97 0.97
C 4.94 1.24 1.64
C 4.82 1.85 2.88
C 3.57 2.18 3.37
C 2.46 1.90 2.59
N 2.55 1.26 1.40
C 1.08 2.35 3.05
O 0.87 2.35 4.26
O 0.29 2.66 2.08
H 5.90 0.98 1.22
H 5.71 2.08 3.46
H 3.42 2.66 4.33
C -1.19 -4.26 0.01
C -0.06 -4.01 1.03
C -0.67 -3.66 2.40
Sb 1.22 -2.40 0.35
C 1.35 -3.16 -1.68
C 2.21 -2.30 -2.61
C 1.69 -4.65 -1.82
C 3.07 -2.97 1.31
C 2.78 -3.51 2.71
C 3.99 -3.90 0.52
H -1.91 -4.99 0.42
H -0.82 -4.67 -0.93
H -1.75 -3.35 -0.21
H 0.56 -4.90 1.13
H -1.29 -2.76 2.33
H 0.08 -3.48 3.17
H -1.32 -4.47 2.75
H 0.30 -3.03 -1.98
H 3.27 -2.38 -2.37
H 1.94 -1.23 -2.56
H 2.08 -2.62 -3.65
H 2.76 -4.82 -1.72
H 1.39 -5.01 -2.81
H 1.19 -5.27 -1.07
H 3.56 -2.01 1.41
H 2.23 -4.46 2.68
H 2.20 -2.81 3.32
H 3.72 -3.70 3.25
H 3.57 -4.90 0.42
H 4.96 -4.00 1.03
H 4.20 -3.52 -0.49
```

As for the HOMO-LUMO gap: 0.2489 Ha. The calculation puts the LUMO energy at -0.80 eV. Its relative energy (zero: lowest compared OMol25 entry of this formula, charge and spin) is 1.211 eV. Its HOMO energy is -7.571 eV. As for the multiplicity: 1.

(4)
Entry from OMol25: a molecular structure, C35H39FeN2P2 (ωB97M-V/def2-TZVPD).

```
79
Properties=species:S:1:pos:R:3
Fe -0.75 0.40 1.13
N -0.71 0.28 3.17
C -1.57 -0.87 3.56
C -1.42 -1.96 2.53
N -1.71 -1.36 1.21
H 0.22 0.19 3.59
H -1.11 1.13 3.54
H -2.60 -0.51 3.56
H -1.34 -1.23 4.56
H -2.08 -2.80 2.76
H -0.39 -2.33 2.50
H -2.71 -1.27 1.06
H -1.38 -1.97 0.46
C 1.19 1.83 -0.93
C -0.16 1.24 -1.39
P -0.08 -0.51 -2.03
C -1.83 -1.04 -1.89
C -2.05 -2.42 -2.03
C -3.32 -2.95 -1.91
C -4.40 -2.12 -1.63
C -4.20 -0.75 -1.50
C -2.92 -0.21 -1.63
C 0.02 -0.17 -3.83
C 1.25 -0.40 -4.46
C 1.41 -0.12 -5.81
C 0.34 0.38 -6.54
C -0.88 0.59 -5.93
C -1.05 0.32 -4.58
C 1.54 1.58 0.55
P 1.70 -0.21 1.01
C 2.47 -0.15 2.66
C 2.91 -1.36 3.20
C 3.45 -1.41 4.47
C 3.55 -0.25 5.23
C 3.11 0.95 4.71
C 2.58 1.01 3.43
C 3.05 -0.78 -0.06
C 4.24 -0.06 -0.13
C 5.28 -0.50 -0.94
C 5.14 -1.68 -1.66
C 3.96 -2.41 -1.58
C 2.92 -1.96 -0.78
H 1.17 2.91 -1.08
H 2.00 1.46 -1.56
H -0.54 1.85 -2.22
H -0.95 1.44 -0.63
H -1.21 -3.07 -2.24
H -3.48 -4.02 -2.03
H -5.40 -2.53 -1.53
H -5.03 -0.09 -1.29
H -2.80 0.86 -1.52
H 2.08 -0.79 -3.88
H 2.37 -0.29 -6.29
H 0.47 0.59 -7.60
H -1.72 0.97 -6.51
H -2.01 0.48 -4.11
H 0.78 2.03 1.23
H 2.44 2.15 0.79
H 2.84 -2.26 2.60
H 3.80 -2.36 4.87
H 3.97 -0.29 6.23
H 3.19 1.86 5.30
H 2.25 1.97 3.04
H 4.37 0.85 0.45
H 6.20 0.07 -1.00
H 5.95 -2.03 -2.29
H 3.86 -3.34 -2.14
H 2.00 -2.52 -0.73
C -4.33 3.51 1.66
C -3.06 3.92 1.31
C -2.05 2.99 1.12
C -2.27 1.61 1.28
C -3.57 1.23 1.63
C -4.59 2.16 1.82
H -5.12 4.23 1.81
H -2.85 4.98 1.18
H -1.06 3.35 0.83
H -3.82 0.18 1.74
H -5.59 1.82 2.09
```

As for the HOMO-LUMO gap (alpha / beta): 0.3289 / 0.3299 Ha. The calculation puts the LUMO energy (alpha / beta) at -1.88 / -1.89 eV. Its net charge is +1. Its relative energy (zero: lowest compared OMol25 entry of this formula, charge and spin) is 0.000 eV. Its HOMO energy (alpha / beta) is -10.831 / -10.861 eV. As for the multiplicity: 1.

(5)
Entry from OMol25: a molecular structure, C35H40Cl5GeLaN7O2S2 (ωB97M-V/def2-TZVPD).

```
93
Properties=species:S:1:pos:R:3
La 9.89 12.46 11.99
Cl 10.83 9.41 13.82
C 10.02 8.49 12.53
Cl 8.48 9.27 12.28
H 9.85 7.47 12.83
H 10.57 8.60 11.60
N 13.72 12.64 10.90
C 13.37 13.64 11.77
C 14.01 14.90 11.69
C 13.78 15.84 12.65
C 12.87 15.55 13.66
C 12.27 14.33 13.66
N 12.48 13.35 12.75
H 14.13 12.93 10.02
H 13.07 11.87 10.81
H 14.67 15.11 10.85
H 14.28 16.80 12.54
H 12.54 16.29 14.38
H 11.51 14.09 14.41
S 9.82 15.33 12.05
C 8.75 15.33 10.75
N 8.03 15.29 9.84
N 16.73 10.61 15.01
C 15.47 10.47 15.87
C 14.33 9.87 15.02
N 14.12 10.55 13.77
C 15.34 10.73 12.99
C 16.44 11.42 13.76
H 17.09 9.69 14.70
H 17.45 11.05 15.58
H 15.26 11.46 16.22
H 15.74 9.87 16.73
H 13.44 9.85 15.63
H 14.59 8.82 14.83
H 13.61 11.42 13.85
H 15.14 11.29 12.09
H 15.70 9.73 12.67
H 16.15 12.40 14.13
H 17.37 11.49 13.20
Cl 8.68 11.47 9.34
C 10.29 11.74 8.57
Cl 10.92 13.34 9.09
Cl 10.28 11.57 6.85
C 11.26 10.75 9.35
O 12.01 10.00 8.81
O 11.16 10.98 10.60
C 4.98 10.09 15.95
C 5.01 11.47 16.20
C 6.22 12.19 16.15
C 7.43 11.53 15.88
C 7.39 10.14 15.74
C 6.20 9.42 15.79
Ge 9.19 12.43 15.66
C 9.12 14.38 15.92
C 8.11 15.10 15.30
C 7.97 16.49 15.45
C 8.88 17.18 16.23
C 9.88 16.47 16.93
C 10.00 15.10 16.75
C 10.55 11.58 16.88
C 11.87 12.09 16.91
C 12.81 11.66 17.84
C 12.50 10.62 18.72
C 11.21 10.13 18.77
C 10.24 10.60 17.84
H 4.05 9.53 15.96
H 4.08 12.02 16.36
H 6.24 13.26 16.30
H 8.30 9.60 15.55
H 6.19 8.35 15.67
H 7.41 14.58 14.66
H 7.19 17.05 14.93
H 8.77 18.24 16.33
H 10.55 17.01 17.60
H 10.72 14.53 17.33
H 12.16 12.92 16.27
H 13.79 12.14 17.91
H 13.26 10.34 19.45
H 10.99 9.38 19.51
H 9.22 10.25 17.93
C 5.14 13.03 9.73
N 4.89 12.08 10.82
C 3.79 11.23 10.89
C 3.89 10.51 12.02
N 5.06 10.93 12.66
C 5.65 11.92 11.92
S 7.00 12.89 12.37
H 4.38 13.81 9.77
H 5.08 12.47 8.80
H 6.14 13.48 9.84
H 3.05 11.27 10.10
H 3.24 9.71 12.39
H 5.39 10.66 13.57
```

As for the HOMO-LUMO gap (alpha / beta): 0.2799 / 0.2339 Ha. The calculation puts the LUMO energy (alpha / beta) at -4.51 / -6.47 eV. Its net charge is +2. Its relative energy (zero: lowest compared OMol25 entry of this formula, charge and spin) is 0.000 eV. Its HOMO energy (alpha / beta) is -12.130 / -12.831 eV. As for the expectation value of S²: 0.754. As for the multiplicity: 2.

| no. | calculated total energy (eV) |
| --- | --- |
| 1 | -208302.1801 |
| 2 | -71509.8392 |
| 3 | -138036.2269 |
| 4 | -92867.1159 |
| 5 | -193118.2617 |